No. 1
{
  "formula": "C2H2Cl2OS",
  "method": "the ωB97M-V functional and the def2-TZVPD basis",
  "homo_energy_ha": -0.3726,
  "homo_lumo_gap_ha": 0.368,
  "total_energy_ev": -40032.6214,
  "smiles": "O=C(Cl)SCCl",
  "e_above_lowest_ev": 1.1469,
  "spin_multiplicity": 1,
  "total_charge": 0,
  "species": ["C", "C", "O", "S", "Cl", "Cl", "H", "H"],
  "positions_angstrom": [[0.763484, -1.763094, -0.281106], [-0.806038, 1.301449, 0.171752], [0.630974, -2.851309, -0.762925], [-0.314705, -0.381593, -0.832785], [0.411493, 2.591057, 0.003380], [1.740527, -1.425882, 1.108570], [-1.573754, 1.388659, -0.551643], [-0.851982, 1.140713, 1.144759]],
  "atomic_forces_ev_per_a": [[-1.6203, -0.3054, 0.1442], [3.7740, -1.0999, -4.7885], [0.5561, 1.6928, 0.2892], [-0.1838, 0.1362, -0.0570], [-0.4114, -0.2468, -0.1580], [0.4404, 0.0485, 0.2052], [-1.2842, 0.7311, 0.2369], [-1.2707, -0.9563, 4.1280]]
}



No. 2
{
  "formula": "CHHgLiO2",
  "method": "the ωB97M-V functional and the def2-TZVPD basis",
  "homo_energy_ha": [-0.2424, -0.2931],
  "homo_lumo_gap_ha": [0.232, 0.179],
  "total_energy_ev": -9522.9913,
  "e_above_lowest_ev": 0.0000,
  "spin_multiplicity": 3,
  "total_charge": 0,
  "species": ["O", "C", "O", "Hg", "Li", "H"],
  "positions_angstrom": [[1.236101, 0.493358, 0.760472], [0.012629, -0.481305, -0.075419], [-1.233588, -0.389915, 0.345085], [-2.313912, -0.358694, -1.481392], [-0.435920, 0.968185, 1.362219], [0.323657, -1.533933, -0.314539]],
  "atomic_forces_ev_per_a": [[-5.0093, -2.9096, -2.0765], [5.3774, 0.8616, 0.3266], [-1.2067, 0.7227, 1.7715], [-0.2846, 0.0518, -0.5905], [0.7431, 0.2193, 0.1581], [0.3802, 1.0541, 0.4109]]
}



No. 3
{
  "formula": "C13H17FN2O3S",
  "method": "the ωB97M-V functional and the def2-TZVPD basis",
  "homo_energy_ha": -0.3080,
  "homo_lumo_gap_ha": 0.324,
  "total_energy_ev": -36421.1790,
  "smiles": "CSCC[C@H](NC(=O)NCc1ccc(F)cc1)C(=O)O",
  "e_above_lowest_ev": 12.8918,
  "spin_multiplicity": 1,
  "total_charge": 0,
  "species": ["C", "H", "H", "H", "S", "C", "H", "C", "C", "N", "C", "O", "N", "H", "C", "C", "C", "C", "C", "C", "C", "H", "H", "F", "H", "H", "H", "H", "H", "H", "C", "O", "O", "H", "H", "H", "H"],
  "positions_angstrom": [[-3.949202, -2.429082, 1.272019], [-3.417965, -1.713112, 1.868344], [-4.498919, -3.009718, 1.701610], [-3.162535, -3.028670, 0.663091], [-5.001398, -1.773139, -0.208540], [-3.801987, -0.711585, -0.865106], [-4.293764, -0.442819, -1.689893], [-3.318791, 0.604226, -0.229988], [-2.250926, 1.400516, -0.929660], [-0.975581, 0.518881, -1.122302], [-0.424802, 0.006862, -0.169124], [-0.649340, 0.034621, 0.919375], [0.503074, -1.306781, -0.807391], [0.734722, -1.000548, -1.637830], [1.417802, -1.835620, 0.034308], [2.716490, -1.200724, 0.244559], [3.879728, -1.926760, -0.503904], [5.041629, -1.197162, -0.542024], [5.340782, 0.193828, -0.075765], [4.169913, 0.753452, 0.780976], [2.928033, 0.064704, 0.634288], [2.035885, 0.627830, 1.407492], [4.353080, 1.779234, 1.186686], [6.372062, 0.748634, 0.097383], [5.907740, -1.426926, -1.380875], [3.790389, -2.703626, -1.038481], [1.497379, -3.046796, -0.162576], [1.052906, -1.613151, 1.141194], [-0.906839, 0.347275, -1.973762], [-2.544626, 1.682424, -1.727848], [-1.863394, 2.757293, -0.059181], [-2.256759, 3.702440, -0.518421], [-1.207681, 2.494523, 1.146391], [-1.019520, 1.366227, 1.248082], [-2.955271, 0.189282, 0.867062], [-4.105558, 1.449675, 0.097985], [-2.887898, -1.292419, -1.296514]],
  "atomic_forces_ev_per_a": [[6.5395, 4.9325, -8.3257], [-0.2899, 0.5619, 0.2296], [-6.1457, -6.5248, 5.3852], [-1.0803, 0.8504, 1.3674], [0.5125, -0.6078, 2.9948], [3.4516, 0.0502, -0.1389], [-1.8502, 1.2043, -3.8807], [-0.9899, -0.1113, 5.2338], [5.8100, -3.9967, 11.9351], [-6.6696, 7.7822, 2.7421], [6.6096, -8.5513, -7.4188], [-1.1636, 0.5950, 11.7319], [-5.7701, 2.6169, 4.5773], [2.2075, 1.5937, -5.2669], [0.1648, -3.2484, 4.8367], [4.4798, -3.2483, -4.9699], [-1.0492, 9.8517, 6.0683], [4.6473, 2.2564, -3.3192], [-14.3079, -5.2695, 3.7958], [2.6808, -1.5232, -4.1294], [-1.3834, 3.9068, 5.1857], [2.2460, -1.7650, -2.7533], [-0.6676, -1.1263, -0.1203], [8.8156, 3.5350, -0.2351], [-2.0050, -0.3687, 2.3242], [-0.9739, -5.9770, -3.5562], [0.0318, 2.9344, 0.8384], [-0.4812, -1.3327, -1.8674], [1.8216, -2.4828, -9.0996], [-3.2727, 3.6830, -10.5265], [2.2070, -9.4207, 3.0679], [-1.9058, 7.3209, -1.9275], [-0.7148, -1.5592, -1.8386], [-0.6953, 3.3462, -0.4305], [-0.5623, 1.6164, -2.5729], [1.0116, -2.3224, -1.0354], [-1.2585, 0.7981, 1.0986]]
}



No. 4
{
  "formula": "C18H27O15Pt",
  "method": "the ωB97M-V functional and the def2-TZVPD basis",
  "homo_energy_ha": [-0.1299, -0.1303],
  "homo_lumo_gap_ha": [0.177, 0.122],
  "total_energy_ev": -53053.3563,
  "e_above_lowest_ev": 9.7878,
  "spin_multiplicity": 3,
  "total_charge": -1,
  "species": ["Pt", "C", "C", "O", "O", "H", "H", "H", "C", "C", "O", "O", "H", "H", "H", "C", "C", "O", "O", "H", "H", "H", "C", "C", "C", "O", "C", "O", "O", "H", "H", "H", "H", "H", "H", "C", "C", "C", "O", "C", "O", "O", "H", "H", "H", "H", "H", "H", "C", "C", "C", "O", "C", "O", "O", "H", "H", "H", "H", "H", "H"],
  "positions_angstrom": [[-1.382320, -23.289730, -8.551940], [-0.345810, -21.399490, -13.568620], [-0.618010, -21.989850, -12.205380], [-1.717640, -22.460310, -11.878170], [0.255460, -22.163940, -11.315000], [-0.546630, -20.329760, -13.627350], [-0.770650, -21.806360, -14.486260], [0.625970, -21.726600, -13.938420], [-3.975210, -18.584860, -6.253900], [-3.869520, -19.481170, -7.496490], [-2.801120, -20.177410, -7.716120], [-4.906930, -19.659760, -8.173070], [-5.046030, -18.628550, -6.055060], [-3.830220, -17.570410, -6.625340], [-3.348100, -18.925420, -5.429970], [-6.591740, -25.483960, -7.314920], [-6.043830, -24.469440, -8.243480], [-4.828850, -24.318730, -8.401750], [-6.794860, -23.565850, -8.758900], [-6.680390, -26.380530, -7.928440], [-7.605170, -25.266640, -6.977520], [-5.952010, -25.306150, -6.450500], [4.642810, -21.204480, -2.999580], [3.146300, -20.844270, -3.101430], [3.068760, -19.478380, -3.912410], [2.210860, -19.854930, -5.006800], [2.148570, -21.198000, -5.152300], [1.657450, -21.784390, -6.090540], [2.691950, -21.762810, -4.104270], [4.779550, -22.090010, -2.378910], [5.121990, -20.496620, -2.323270], [5.210210, -21.380950, -3.913380], [2.617120, -20.791320, -2.149970], [3.990510, -19.072100, -4.328820], [2.732190, -18.621630, -3.328630], [-0.868830, -27.830700, -13.864380], [-0.769540, -28.313190, -12.430380], [0.604600, -28.820780, -11.945950], [0.807760, -28.217730, -10.648260], [-0.136600, -27.204900, -10.608480], [-0.141740, -26.340710, -9.758490], [-1.017370, -27.290800, -11.587050], [-1.650880, -27.074090, -13.800880], [-1.211120, -28.669980, -14.469810], [0.070250, -27.428720, -14.244700], [-1.553070, -29.067100, -12.354210], [1.204490, -28.813020, -12.855990], [0.598240, -29.878890, -11.684300], [-2.030280, -21.599580, -0.900720], [-2.137120, -23.160220, -1.285550], [-3.642490, -23.598430, -1.548640], [-3.514510, -23.965230, -2.929920], [-2.357940, -23.511070, -3.561260], [-2.008290, -23.718480, -4.689050], [-1.519950, -23.223030, -2.576630], [-2.215650, -20.832050, -1.652150], [-1.041670, -21.260370, -0.591380], [-2.718580, -21.335390, -0.097890], [-1.872970, -23.812400, -0.453090], [-4.246290, -22.701790, -1.408780], [-3.798860, -24.458190, -0.897150]],
  "atomic_forces_ev_per_a": [[-0.1125, 1.0212, -1.2229], [0.8190, -0.2249, -1.3214], [-0.5163, -2.4461, 2.8521], [-3.0101, 0.1178, -1.6287], [2.8214, 1.3628, -0.6586], [0.5189, 0.0187, 0.2190], [-1.8233, -0.4301, 0.6140], [1.0640, 1.0063, 0.9756], [-0.7037, -0.0669, -1.1266], [0.7901, -3.4896, -1.1991], [-0.4228, 1.4099, 1.0766], [-0.1801, 1.1276, 0.4150], [0.0582, -0.0299, 0.6088], [0.5570, 0.2138, 0.4948], [0.0628, 0.3770, -0.1363], [-1.0213, 0.6758, -0.3364], [1.1669, 1.3571, 0.5743], [-0.9016, -0.2052, -0.4621], [0.0262, -0.1846, -0.3969], [0.7203, -0.6078, 0.8714], [-0.1186, 0.3013, -0.2363], [0.2675, -1.3396, -0.0054], [-0.1735, -0.3271, 2.4946], [2.9815, 1.3379, -2.9003], [-0.6038, -0.8261, 0.1082], [-0.0724, 1.1535, -0.0708], [-1.4981, 0.1282, -2.0749], [0.9526, 1.0877, 1.5991], [-0.2882, -1.5347, 2.1302], [-0.2885, -0.5430, -0.2625], [0.3009, 0.6130, -0.4466], [-0.5314, 0.4905, -0.1425], [-0.2585, -0.5768, -0.3111], [0.4460, -0.7894, -0.0683], [-0.9846, -0.2788, -0.0694], [-0.0350, -0.2218, 0.3925], [0.4989, -2.2064, -1.4862], [-1.3876, -2.6235, 0.0461], [-0.4372, 1.4007, -2.0952], [1.0308, 1.9889, 2.7870], [-0.0552, -1.6611, -1.2469], [-0.8804, 2.0904, 1.5567], [0.0971, 0.1274, -0.5889], [0.1066, 0.1800, -0.2788], [-0.1369, 0.1784, -0.0357], [-0.0753, -0.1976, 0.5414], [1.5424, 1.2771, 0.8225], [-0.3248, -0.1984, -0.2752], [0.0876, -0.7076, 0.6672], [-1.8759, 3.5863, -0.2110], [3.1045, 1.0323, -1.1077], [-1.5569, 0.2171, -1.2067], [0.1581, -3.1141, 0.4720], [-1.3410, 0.9725, 1.1216], [1.6372, 0.2666, 1.5495], [-0.5546, -0.8220, -0.8601], [0.2692, -0.6962, 0.3561], [-0.0163, -0.2790, 0.2827], [1.5770, -0.0002, -0.6302], [-0.6345, -0.5682, -0.0384], [-0.8420, 0.0788, -0.4911]]
}